No. 1
ORCA calculation (wB97M-V/def2-TZVPD) on 7 unconnected molecules or ions with the total composition H15O7.

```
22
Properties=species:S:1:pos:R:3
O 0.5676 0.0646 -0.3509
H -0.3481 -0.3656 -0.2219
H 1.1125 -0.4429 -1.0211
H 0.4319 1.0250 -0.6493
O 0.2839 -2.4825 1.1615
H -0.0550 -2.9140 1.9571
H -0.3712 -2.6817 0.4874
O -1.8530 -0.9756 -0.6776
H -2.5356 -0.4393 -1.1033
H -2.3189 -1.7644 -0.3709
O 1.1615 1.0744 2.8260
H 1.7274 0.4671 2.3363
H 0.2619 0.8860 2.5191
O -1.5478 1.1342 1.5894
H -2.1553 1.8846 1.5629
H -1.9751 0.4986 2.1797
O 0.3314 2.4941 -1.4264
H 0.6657 3.0630 -2.1315
H -0.4890 2.9144 -1.1318
O 2.1137 -1.0311 -2.2384
H 2.4077 -1.9327 -2.4226
H 2.5839 -0.4763 -2.8739
```

## Properties
relative energy (zero: lowest compared OMol25 entry of this formula, charge and spin): 1.509 eV
gap between HOMO and LUMO: 10.205 eV
HOMO energy: -13.515 eV
net charge: +1



No. 2
ORCA calculation (wB97M-V/def2-TZVPD) on 8 unconnected molecules or ions with the total composition H15O7S in a non-equilibrium geometry.

```
23
Properties=species:S:1:pos:R:3
S -2.5857 -0.0619 0.8902
H -2.2641 0.8036 1.8563
H -0.9111 -3.6304 1.1708
H -1.9021 -2.4930 1.6038
O -1.4884 -3.4120 1.8219
H -0.5300 -2.0988 2.7783
H -0.9367 -0.6541 3.1399
O -0.2886 -1.2734 3.1849
H 0.9374 -0.1786 1.5583
H 1.6665 0.7124 0.6424
O 1.6623 -0.1016 1.0773
H 1.4400 1.8997 -1.5115
H 0.4191 2.1602 -0.4055
O 1.3146 1.9703 -0.5880
H 2.1071 -0.1083 -2.2114
H 1.0878 0.1311 -3.2519
O 1.7323 0.6310 -2.7942
H -1.8387 2.7824 -2.1698
H -3.0532 3.6626 -1.8414
O -2.2260 3.6886 -2.4259
H 1.2321 -1.9181 -1.1614
H 2.2834 -1.0649 -0.2516
O 2.1418 -1.4469 -1.1113
```

## Properties
<S²>: 0.753
2S+1: 2
relative energy (zero: lowest compared OMol25 entry of this formula, charge and spin): 0.000 eV
gap between HOMO and LUMO (alpha / beta): 10.763 / 7.167 eV
HOMO energy (alpha / beta): -11.054 / -11.052 eV
net charge: 0



No. 3
ORCA calculation (wB97M-V/def2-TZVPD) on a molecular structure, H16HgO12P in a non-equilibrium geometry.

```
30
Properties=species:S:1:pos:R:3
Hg 5.7790 -12.3480 25.1520
P 4.2410 -14.8980 25.9400
O 4.4360 -15.9870 25.0090
O 4.0440 -13.6050 24.9970
O 3.1900 -14.7670 24.8950
O 5.4190 -14.4670 25.1380
O 3.8260 -10.7200 24.3830
H 3.1900 -11.3270 24.7510
H 3.7060 -9.8890 24.8330
O 7.1230 -10.3140 24.9790
H 6.9760 -9.7530 24.1840
H 7.6950 -9.8580 25.6140
O 7.9780 -12.7100 23.6700
H 8.6000 -13.3670 24.0510
H 8.5660 -12.2900 23.0340
O 5.4070 -12.3700 22.7130
H 6.2110 -12.3310 22.2010
H 4.7200 -11.7490 22.4480
O 7.6770 -13.0180 26.5030
H 7.5130 -12.5940 27.3480
H 8.4960 -12.6430 26.1740
O 7.3360 -15.7230 24.6690
H 6.4970 -15.2050 24.9040
H 7.1160 -16.6060 24.9100
O 2.2170 -12.3600 25.7580
H 1.5520 -13.0790 25.6570
H 2.9770 -12.9140 25.3460
O 5.1030 -11.0330 26.9120
H 5.6770 -10.3340 27.2280
H 4.8270 -11.3250 27.7690
```

## Properties
relative energy (zero: lowest compared OMol25 entry of this formula, charge and spin): 0.970 eV
gap between HOMO and LUMO: 3.042 eV
HOMO energy: -0.949 eV
net charge: -1



No. 4
ORCA calculation (wB97M-V/def2-TZVPD) on 7 unconnected molecules or ions with the total composition H16NO6 in a non-equilibrium geometry.

```
23
Properties=species:S:1:pos:R:3
N 0.3741 0.2353 0.0234
H 0.0749 1.1474 -0.6777
H 1.3703 0.1554 -0.0991
H -0.1388 -0.7139 -0.3583
H 0.1438 0.5791 1.0275
O -3.4210 -0.3824 -0.4936
H -3.7103 -1.2591 -0.5977
H -2.8926 -0.4123 0.3062
O 1.7981 -0.8270 3.0289
H 2.5969 -0.8346 3.5716
H 2.0317 -1.5345 2.3646
O 1.0018 3.0206 0.3637
H 0.2836 3.5441 0.5386
H 1.6969 3.6297 -0.0215
O 0.3354 -2.0101 -1.7824
H 0.0486 -1.7422 -2.6240
H 0.1043 -2.7855 -1.5212
O -1.6467 -1.0782 1.7997
H -2.2249 -0.5410 2.3628
H -1.3738 -1.8632 2.2070
O 0.9707 1.0709 -2.8296
H 1.8042 1.5763 -2.7481
H 0.7727 1.0254 -3.8407
```

## Properties
relative energy (zero: lowest compared OMol25 entry of this formula, charge and spin): 3.135 eV
gap between HOMO and LUMO: 11.144 eV
HOMO energy: -14.203 eV
net charge: +1



No. 5
ORCA calculation (wB97M-V/def2-TZVPD) on a molecular structure, H16NaO8.

```
25
Properties=species:S:1:pos:R:3
Na 0.4055 -0.2131 0.0549
O -0.1491 -2.5393 -0.7880
H -0.2867 -2.6743 -1.7256
H -0.4399 -3.3562 -0.3826
O -0.7563 1.2358 -1.6502
H -0.5493 0.6460 -2.3751
H -1.7063 1.1716 -1.5524
O -2.2954 -0.8960 0.2545
H -3.2337 -0.7133 0.2041
H -2.2436 -1.8186 0.5041
O 1.3744 -0.7503 -2.3739
H 1.6674 -0.4403 -3.2307
H 2.0132 -1.4200 -2.1296
O 0.4371 -1.1528 2.5505
H 0.7325 -2.0003 2.8833
H 0.2724 -0.6309 3.3358
O 0.2690 3.4392 -0.5966
H 0.1915 2.5507 -0.9443
H 1.2070 3.5574 -0.4470
O 2.4662 1.2950 0.3801
H 2.6689 1.3122 1.3154
H 3.3180 1.2123 -0.0486
O -1.4894 0.8295 2.4852
H -2.2484 1.3597 2.2425
H -1.6247 -0.0039 2.0342
```

## Properties
relative energy (zero: lowest compared OMol25 entry of this formula, charge and spin): 0.445 eV
gap between HOMO and LUMO: 9.889 eV
HOMO energy: -13.190 eV
net charge: +1



No. 6
ORCA calculation (wB97M-V/def2-TZVPD) on a molecular structure, H16NeO8 in a non-equilibrium geometry.

```
25
Properties=species:S:1:pos:R:3
Ne -0.6482 -1.0964 0.4066
O 2.9621 -1.9637 0.0646
H 2.8416 -1.4200 -0.7139
H 2.2455 -1.7111 0.6469
O -2.7647 1.6046 0.5541
H -2.7665 1.0544 -0.2291
H -2.8421 0.9871 1.2814
O -1.9134 0.9994 -2.3666
H -1.0150 1.2459 -2.1467
H -2.3133 1.8088 -2.6848
O -2.7320 -0.0868 2.7871
H -1.7979 -0.2079 2.9578
H -3.0900 0.2217 3.6195
O -0.0222 -0.7901 3.4707
H 0.8339 -0.8011 3.0426
H -0.3377 -1.6910 3.3995
O 2.0186 1.8416 0.4805
H 1.7598 1.3332 -0.2881
H 1.2356 2.3408 0.7127
O 0.9838 0.7848 -1.6611
H 1.3917 1.4674 -2.1940
H 1.2262 -0.0341 -2.0934
O 1.7074 -1.6839 -2.7723
H 1.6019 -2.6175 -2.5891
H 1.4350 -1.5861 -3.6847
```

## Properties
relative energy (zero: lowest compared OMol25 entry of this formula, charge and spin): 0.145 eV
gap between HOMO and LUMO: 10.286 eV
HOMO energy: -10.291 eV
net charge: 0



No. 7
ORCA calculation (wB97M-V/def2-TZVPD) on 8 unconnected molecules or ions with the total composition H16O8.

```
24
Properties=species:S:1:pos:R:3
O -0.1187 -0.5712 -0.2565
H -0.2218 0.0709 -0.9589
H 0.0548 -0.0463 0.5250
O 0.8323 -0.3383 -4.1289
H 1.6194 -0.2032 -4.6565
H 0.8787 0.3364 -3.4515
O 2.0687 -0.3328 2.0674
H 2.8262 -0.7052 2.5188
H 2.3473 0.5484 1.8180
O -0.4717 2.8170 1.6332
H -0.2721 2.9283 2.5628
H -0.8419 1.9365 1.5710
O -1.3267 0.3496 2.7568
H -2.1208 -0.1678 2.6232
H -0.8145 -0.1556 3.3882
O -2.5069 -1.8442 -1.1757
H -3.1617 -1.6397 -0.5082
H -1.8140 -1.1983 -1.0380
O 2.0617 -2.6979 0.3501
H 1.9880 -2.0114 1.0131
H 1.2102 -2.7016 -0.0872
O -0.8646 1.5522 -2.0093
H -1.3893 2.2840 -2.3341
H 0.0376 1.7903 -2.2228
```

## Properties
<S²>: 0.751
2S+1: 2
relative energy (zero: lowest compared OMol25 entry of this formula, charge and spin): 0.737 eV
gap between HOMO and LUMO (alpha / beta): 2.435 / 10.678 eV
HOMO energy (alpha / beta): 0.460 / -7.491 eV
net charge: -1



No. 8
ORCA calculation (wB97M-V/def2-TZVPD) on 8 unconnected molecules or ions with the total composition H16O8 in a non-equilibrium geometry.

```
24
Properties=species:S:1:pos:R:3
O 0.2367 2.0216 0.5394
H 0.8424 1.7978 1.2247
H 0.0386 2.9272 0.5565
O -1.5174 -2.2443 2.8770
H -1.7370 -1.4365 3.3844
H -0.6547 -1.9609 2.5038
O 1.0129 -1.8757 2.0160
H 1.2951 -2.7238 2.3827
H 0.9277 -1.2290 2.6764
O 2.1533 2.0891 -1.4089
H 1.6204 1.4770 -1.9297
H 1.6210 2.1788 -0.6062
O -1.3406 -1.2714 -2.2976
H -0.5720 -1.4032 -1.7320
H -1.4938 -0.3597 -2.2080
O 0.5645 0.9556 -3.1951
H -0.2442 1.1098 -3.6752
H 0.8559 0.1224 -3.5308
O 0.4560 -0.6385 -0.4029
H 0.4317 -0.8798 0.5108
H 0.5628 0.3201 -0.5645
O -1.9880 0.5054 1.1535
H -1.1418 0.8824 0.9357
H -1.9295 -0.3644 0.7901
```

## Properties
relative energy (zero: lowest compared OMol25 entry of this formula, charge and spin): 2.766 eV
gap between HOMO and LUMO: 10.423 eV
HOMO energy: -10.728 eV
SMILES string: O.O.O.O.O.O.O.O
net charge: 0